No. 1
Below is an isolated ion of composition C2H6N3O2 and charge -1 at a distorted geometry, with properties calculated with the ωB97M-V functional and the def2-TZVPD basis.

Geometry as XYZ:
```
13
Properties=species:S:1:pos:R:3:forces:R:3
C -0.376 0.777 -0.851 2.02 0.59 2.54
C 0.264 -0.814 0.815 -4.44 0.38 -0.59
N -0.585 -1.500 -1.323 0.58 -0.73 -1.24
N -0.694 -0.530 -0.333 -0.05 1.91 2.35
N -1.603 -1.470 -2.169 -0.39 -0.51 1.30
O -2.606 -0.746 -1.964 0.11 0.50 -0.25
O -1.594 -2.268 -3.137 0.48 0.11 0.07
H -1.068 1.086 -1.502 -3.10 1.12 -2.38
H -0.258 1.613 -0.078 -0.29 -1.38 -0.55
H 0.527 0.778 -1.434 1.18 -0.22 -0.28
H -0.077 -1.805 0.988 0.96 -1.25 0.71
H 1.201 -0.623 0.456 3.00 -0.18 -0.54
H 0.054 -0.197 1.734 -0.06 -0.33 -1.15
```
Positions in Å, forces in eV/Å.

Output
Net charge   -1
ΔE to the lowest compared entry with this formula, charge and spin   150.7 kcal per mole
Energy   -10732.7152 eV
SMILES   CN(C)N=[N+]([O-])[O-]
Orbital gap   7.25 eV


No. 2
Below is a 2-piece molecular cluster, C2H6N3O2 overall at a distorted geometry, with properties calculated with the ωB97M-V functional and the def2-TZVPD basis.

Geometry as XYZ:
```
13
Properties=species:S:1:pos:R:3:forces:R:3
C -0.097 1.669 -0.234 0.44 0.27 -0.44
C 0.032 -1.476 0.328 2.29 -2.47 -0.48
N -2.138 -0.820 -0.288 2.74 -1.56 -0.19
N -1.041 -0.622 0.411 -1.80 2.04 1.41
N -3.084 0.015 0.058 -1.83 1.67 0.81
O -2.994 0.935 0.910 0.73 -0.60 -0.20
O -4.162 -0.145 -0.538 -0.53 -0.31 -0.56
H -1.152 1.684 -0.375 -0.43 0.33 0.28
H 0.384 2.354 0.478 -0.26 -0.53 -0.31
H 0.449 1.308 -1.101 0.28 0.02 0.29
H 0.947 -1.011 0.863 -1.56 -0.80 -0.61
H -0.174 -2.548 0.768 0.24 1.74 -0.43
H 0.398 -1.707 -0.713 -0.30 0.18 0.43
```
Positions in Å, forces in eV/Å.

Output
Net charge   -1
ΔE to the lowest compared entry with this formula, charge and spin   202.1 kcal per mole
Energy   -10730.4860 eV
Orbital gap (alpha / beta)   6.84 / 7.91 eV


No. 3
Below is a 3-piece molecular cluster, C2H6N3OS overall at a distorted geometry, with properties calculated with the ωB97M-V functional and the def2-TZVPD basis.

Geometry as XYZ:
```
13
Properties=species:S:1:pos:R:3:forces:R:3
C 4.011 -1.040 0.336 -3.28 0.23 -1.18
C 0.258 0.993 -0.485 0.82 2.03 0.64
N 2.910 -0.967 -0.026 1.89 -0.09 0.90
N -0.522 0.138 -0.752 -2.21 -4.09 -1.00
N -2.881 0.284 0.392 0.77 -3.30 0.15
O 1.743 -0.847 -0.346 0.93 -0.59 0.02
S 1.006 2.223 -0.060 1.43 2.08 0.54
H 4.976 -1.140 0.697 1.27 -0.14 0.38
H -1.788 0.053 0.071 -0.81 1.13 0.35
H -0.057 -0.767 -0.928 -0.51 0.26 -0.20
H -3.202 0.942 -0.224 -0.72 2.34 -2.50
H -3.089 0.739 1.295 0.11 -1.47 0.01
H -3.366 -0.611 0.030 0.33 1.61 1.89
```
Positions in Å, forces in eV/Å.

Output
Net charge   +1
ΔE to the lowest compared entry with this formula, charge and spin   102.5 kcal per mole
Energy   -19513.7778 eV
Orbital gap   10.05 eV


No. 4
Below is a 2-piece molecular cluster, C2H6N4 overall at a distorted geometry, with properties calculated with the ωB97M-V functional and the def2-TZVPD basis.

Geometry as XYZ:
```
12
Properties=species:S:1:pos:R:3:forces:R:3
C 0.920 0.067 0.816 0.81 -1.49 4.28
C -1.299 -0.184 -0.480 2.33 2.36 -4.21
N 0.411 1.343 -0.985 -3.37 0.55 3.03
N 3.152 -0.302 -1.112 -0.19 -0.13 0.84
N 2.954 -0.575 -0.063 1.19 -0.37 -1.32
N 0.093 0.356 -0.051 -2.66 -0.72 -1.67
H 0.578 -0.785 1.510 0.17 0.99 -1.10
H -1.806 -0.820 0.099 -1.30 -2.05 3.19
H -1.144 -0.833 -1.457 -0.22 1.75 1.56
H -1.917 0.763 -0.664 0.63 -1.55 0.08
H -0.375 1.259 -1.527 -0.81 0.91 -3.15
H 1.311 1.354 -1.257 3.44 -0.25 -1.52
```
Positions in Å, forces in eV/Å.

Output
ΔE to the lowest compared entry with this formula, charge and spin   104.4 kcal per mole
Energy   -8127.5678 eV
Orbital gap   8.50 eV


No. 5
Below is one molecule with the formula C2H6N4 at a distorted geometry, with properties calculated with the ωB97M-V functional and the def2-TZVPD basis.

Geometry as XYZ:
```
12
Properties=species:S:1:pos:R:3:forces:R:3
C -0.644 -0.733 1.298 -0.25 -0.44 -0.52
C 0.109 0.467 1.004 0.51 0.68 -0.65
N 0.909 -0.655 -1.560 0.85 -0.14 0.67
N -0.467 -0.962 -1.446 -0.79 -0.56 0.78
N -0.178 0.334 -1.426 0.52 0.56 -2.08
N -0.307 1.090 -0.310 -0.18 0.00 1.61
H -0.155 -1.675 1.449 0.09 -0.19 0.12
H -1.717 -0.704 1.254 -0.22 -0.02 0.09
H -0.138 1.281 1.692 0.14 -0.04 0.18
H 1.192 0.285 1.016 -0.20 0.04 0.09
H 1.224 -0.704 -2.533 -0.39 0.27 -0.01
H 0.171 1.976 -0.437 -0.10 -0.19 -0.28
```
Positions in Å, forces in eV/Å.

Output
ΔE to the lowest compared entry with this formula, charge and spin   169.8 kcal per mole
Energy   -8124.7300 eV
Orbital gap (alpha / beta)   9.16 / 8.58 eV


No. 6
Below is one molecule with the formula C2H6N4 at a distorted geometry, with properties calculated with the ωB97M-V functional and the def2-TZVPD basis.

Geometry as XYZ:
```
12
Properties=species:S:1:pos:R:3:forces:R:3
C 0.503 0.455 0.113 3.83 -0.59 1.20
C -0.692 -0.340 -0.204 -0.65 -1.02 -2.30
H 1.604 -0.765 -1.369 -1.00 3.81 2.45
H 2.570 0.432 -0.477 -2.23 0.02 0.12
H 1.543 1.464 1.379 0.50 0.20 -0.03
H -1.186 0.511 1.373 -0.98 -1.78 0.18
H -2.638 -0.436 0.733 4.38 -0.03 0.24
H -1.651 -1.317 -1.581 -0.34 -0.43 0.37
N 1.564 0.201 -0.714 2.64 -3.18 -2.92
N 0.623 1.093 1.232 -1.67 -0.09 -1.11
N -1.479 -0.398 0.875 -4.92 2.21 1.47
N -0.762 -0.899 -1.359 0.43 0.89 0.32
```
Positions in Å, forces in eV/Å.

Output
ΔE to the lowest compared entry with this formula, charge and spin   37.2 kcal per mole
Energy   -8130.4806 eV
SMILES   [H]/N=C(N)/C(N)=N/[H]
Orbital gap   10.05 eV


No. 7
Below is a 2-piece molecular cluster, C2H6N4 overall at a distorted geometry, with properties calculated with the ωB97M-V functional and the def2-TZVPD basis.

Geometry as XYZ:
```
12
Properties=species:S:1:pos:R:3:forces:R:3
C -2.307 0.437 -0.296 -4.20 -7.15 2.91
C 2.131 -0.434 -0.072 -1.86 0.10 0.31
N 1.084 -0.900 -0.251 -2.35 -3.38 -0.63
N -2.138 1.383 -0.937 3.80 8.15 -3.64
N -2.241 -0.580 0.441 2.27 0.15 1.80
N 2.926 0.435 0.352 4.20 1.58 0.61
H 0.484 -1.802 -0.390 2.16 2.13 -0.01
H -2.435 2.164 -1.498 -0.84 -0.13 -0.61
H -1.438 -0.722 1.153 -0.85 -0.27 -0.64
H -3.002 -1.240 0.482 -0.61 -0.61 0.26
H 3.339 0.324 1.316 -0.69 0.11 -1.05
H 3.596 0.933 -0.300 -1.02 -0.69 0.70
```
Positions in Å, forces in eV/Å.

Output
Multiplicity   3
Net charge   +2
ΔE to the lowest compared entry with this formula, charge and spin   6.7 kcal per mole
⟨S²⟩   2.0197
Energy   -8106.4011 eV
Orbital gap (alpha / beta)   7.04 / 7.56 eV


No. 8
Below is one molecule with the formula C2H6N4O at a distorted geometry, with properties calculated with the ωB97M-V functional and the def2-TZVPD basis.

Geometry as XYZ:
```
13
Properties=species:S:1:pos:R:3:forces:R:3
C -1.371 0.615 0.041 2.35 1.29 -1.15
C 1.712 -1.121 -0.450 1.04 1.48 3.46
H -1.340 2.594 -0.354 0.85 1.30 0.10
H -2.908 1.899 -0.473 1.55 -0.45 0.27
H -1.479 -1.252 0.271 -1.17 2.09 0.92
H 1.267 0.032 1.230 -0.23 -0.77 -0.39
H 1.270 -1.121 -1.414 0.25 -0.11 -1.22
H 3.088 -1.729 0.919 -0.58 1.19 -1.56
N -1.876 1.782 -0.417 -1.66 -0.02 -0.19
N -2.044 -0.330 0.382 -1.12 -5.41 0.46
N 0.750 -0.438 0.470 1.45 -1.13 0.63
N 2.889 -1.545 -0.111 -2.41 -0.76 0.05
O 0.043 0.614 -0.093 -0.30 1.29 -1.38
```
Positions in Å, forces in eV/Å.

Output
ΔE to the lowest compared entry with this formula, charge and spin   83.1 kcal per mole
Energy   -10176.4567 eV
SMILES   [H]/N=C\NO/C(N)=N\[H]
Orbital gap   10.49 eV


No. 9
Below is C2H6N4O as an isolated structure at a distorted geometry, with properties calculated with the ωB97M-V functional and the def2-TZVPD basis.

Geometry as XYZ:
```
13
Properties=species:S:1:pos:R:3:forces:R:3
C -1.024 -0.320 -0.752 2.75 -6.23 0.65
C 0.959 0.483 0.803 -0.18 -0.32 -0.17
H 1.682 -0.408 -1.772 0.00 -1.64 1.25
H 1.904 -1.145 -0.082 -1.88 0.42 -3.99
H -1.165 -1.719 -1.008 1.14 4.50 0.23
H -2.989 -0.370 -0.591 3.52 2.69 0.48
H 0.081 1.693 2.226 -0.98 -1.97 -2.91
H -0.967 1.064 0.581 1.74 1.06 3.35
N 1.167 -0.986 -1.040 3.22 1.32 1.85
N 0.362 0.085 -0.471 0.69 -3.53 -2.41
N -2.033 0.297 -0.446 -5.35 -0.30 -0.15
N -0.084 1.063 1.317 -2.05 3.80 3.48
O 2.109 0.262 1.235 -2.62 0.16 -1.66
```
Positions in Å, forces in eV/Å.

Output
ΔE to the lowest compared entry with this formula, charge and spin   121.9 kcal per mole
Energy   -10174.7767 eV
Orbital gap   10.01 eV


No. 10
Below is C2H6N4O2 as an isolated structure at a distorted geometry, with properties calculated with the ωB97M-V functional and the def2-TZVPD basis.

Geometry as XYZ:
```
14
Properties=species:S:1:pos:R:3:forces:R:3
C -0.258 -0.033 1.020 1.14 -3.06 -0.65
C -0.878 1.494 -1.436 -3.29 2.94 6.79
N -1.249 0.315 1.708 -0.75 1.85 0.33
N 0.554 -1.116 1.548 1.17 0.85 -0.12
N 0.102 0.233 -0.274 -1.02 2.92 -1.00
N 0.872 -0.666 -1.083 -0.56 -0.65 2.57
O -0.920 0.887 -2.404 0.96 -1.78 -4.58
O -1.391 2.296 -0.660 2.21 -1.58 -2.34
H -1.828 1.075 1.299 0.62 -0.93 0.03
H 0.386 -1.148 2.549 -0.08 -0.24 -0.10
H 1.567 -0.885 1.415 -1.18 -0.31 0.35
H 0.534 -1.657 -0.809 1.31 1.46 -0.85
H 1.839 -0.409 -0.812 -0.29 -1.23 -0.79
H 0.671 -0.387 -2.061 -0.24 -0.26 0.35
```
Positions in Å, forces in eV/Å.

Output
ΔE to the lowest compared entry with this formula, charge and spin   51.3 kcal per mole
Energy   -12224.4269 eV
Orbital gap   8.51 eV


no.,molecular weight (g/mol)
1,104.1
2,104.1
3,120.2
4,86.1
5,86.1
6,86.1
7,86.1
8,102.1
9,102.1
10,118.1